The following is a DFT calculation (ωB97M-V with the def2-TZVPD basis set) of a gas-phase ion, C2H9N5 (charge +2) at a distorted geometry.

- Structure (SMILES): N/C(=N\C=[NH2+])N[NH3+]
- Frontier orbital gap: 9.972 eV
- Charge: +2
- Relative energy (zero: lowest compared OMol25 entry of this formula, charge and spin): 207.8 kJ/mol

Last columns: bonded neighbours and bond lengths (Å).
Element x y z (Å)
1 C -2.132 -0.179 -0.168  N3 1.281, N6 1.327, H8 1.178
2 C 0.367 -0.254 0.117  N3 1.415, N4 1.282, N5 1.338
3 N -0.930 0.260 -0.117  C1 1.281, C2 1.415
4 N 0.546 -1.517 0.251  C2 1.282, H9 1.000, H10 1.002
5 N 1.246 0.734 -0.090  C2 1.338, N7 1.402, H11 1.011
6 N -3.228 0.547 0.011  C1 1.327, H12 1.032, H13 1.009
7 N 2.648 0.703 -0.078  N5 1.402, H14 1.137, H15 1.036, H16 1.021
8 H -2.194 -1.323 -0.442  C1 1.178
9 H -0.213 -2.120 0.496  N4 1.000
10 H 1.355 -2.026 0.549  N4 1.002
11 H 0.690 1.574 -0.176  N5 1.011
12 H -4.174 0.221 -0.242  N6 1.032
13 H -3.179 1.479 0.394  N6 1.009
14 H 3.029 -0.178 -0.686  N7 1.137
15 H 3.014 1.507 -0.620  N7 1.036
16 H 3.155 0.571 0.799  N7 1.021

---

The following is a DFT calculation (ωB97M-V with the def2-TZVPD basis set) of 2 unconnected molecules or ions with the total composition C2H9NO at a distorted geometry.

- Structure (SMILES): CCN.O
- Frontier orbital gap: 10.825 eV
- Charge: 0
- Relative energy (zero: lowest compared OMol25 entry of this formula, charge and spin): 160.1 kJ/mol

Last columns: bonded neighbours and bond lengths (Å).
Element x y z (Å)
1 O -1.452 -2.181 1.151  H2 0.891, H11 0.964
2 H -1.019 -1.427 0.956  O1 0.891
3 C 0.218 0.345 -1.320  C4 1.524, H6 1.112, H7 1.106, H8 1.096
4 C -0.064 0.716 0.131  C3 1.524, N5 1.524, H9 1.040, H10 1.128
5 N 0.960 0.380 1.208  C4 1.524, H12 1.116, H13 1.082
6 H -0.437 0.803 -2.092  C3 1.112
7 H 1.248 0.625 -1.610  C3 1.106
8 H -0.058 -0.639 -1.715  C3 1.096
9 H -0.214 1.745 0.164  C4 1.040
10 H -1.044 0.456 0.626  C4 1.128
11 H -1.295 -2.464 0.242  O1 0.964
12 H 1.246 1.404 1.549  N5 1.116
13 H 1.909 0.238 0.709  N5 1.082

---

The following is a DFT calculation (ωB97M-V with the def2-TZVPD basis set) of 2 unconnected molecules or ions with the total composition C2H9NO at a distorted geometry.

- Structure (SMILES): CN.CO
- Frontier orbital gap: 9.985 eV
- Charge: 0
- Relative energy (zero: lowest compared OMol25 entry of this formula, charge and spin): 222.0 kJ/mol

Last columns: bonded neighbours and bond lengths (Å).
Element x y z (Å)
1 C 2.135 0.521 0.117  H5 1.114, H6 1.124, H7 1.156, N12 1.546
2 C -1.659 0.813 -0.120  H9 1.227, H10 1.209, H11 1.101, O13 1.540
3 H 0.400 -0.667 -0.119  N12 1.024
4 H 1.742 -1.270 -0.948  N12 1.038
5 H 3.142 0.558 0.591  C1 1.114
6 H 2.185 1.167 -0.801  C1 1.124
7 H 1.499 0.957 0.978  C1 1.156
8 H -2.066 -0.905 1.081  O13 1.092
9 H -0.777 1.017 -0.948  C2 1.227
10 H -2.575 1.546 -0.411  C2 1.209
11 H -1.257 1.060 0.874  C2 1.101
12 N 1.409 -0.831 -0.068  C1 1.546, H3 1.024, H4 1.038
13 O -1.876 -0.706 0.025  C2 1.540, H8 1.092

---

The following is a DFT calculation (ωB97M-V with the def2-TZVPD basis set) of 2 unconnected molecules or ions with the total composition C2H9NO at a distorted geometry.

- Frontier orbital gap (alpha / beta): 9.865 / 4.354 eV
- Charge: +1
- Relative energy (zero: lowest compared OMol25 entry of this formula, charge and spin): 161.2 kJ/mol
- 2S+1: 2

Last columns: bonded neighbours and bond lengths (Å).
Element x y z (Å)
1 O 4.006 -3.049 0.339  H2 0.930, H11 0.973
2 H 4.604 -3.710 0.603  O1 0.930
3 C -1.593 -0.168 -0.035  C4 1.635, H6 1.082, H7 1.168, H8 1.115
4 C -1.467 1.455 -0.195  C3 1.635, N5 1.444, H9 1.049, H10 1.119
5 N -0.313 2.299 -0.397  C4 1.444, H12 1.037, H13 0.995
6 H -1.545 -0.526 -1.055  C3 1.082
7 H -2.523 -0.599 0.526  C3 1.168
8 H -0.813 -0.445 0.713  C3 1.115
9 H -1.700 1.564 0.822  C4 1.049
10 H -2.228 1.821 -0.930  C4 1.119
11 H 3.482 -3.461 -0.369  O1 0.973
12 H -0.438 3.050 0.306  N5 1.037
13 H 0.528 1.770 -0.327  N5 0.995

---

The following is a DFT calculation (ωB97M-V with the def2-TZVPD basis set) of 2 unconnected molecules or ions with the total composition C2H9NO at a distorted geometry.

- Frontier orbital gap (alpha / beta): 11.654 / 6.035 eV
- Charge: +1
- Relative energy (zero: lowest compared OMol25 entry of this formula, charge and spin): 49.8 kJ/mol
- 2S+1: 2

Last columns: bonded neighbours and bond lengths (Å).
Element x y z (Å)
1 O -0.956 -0.371 2.487  H2 0.962, H11 0.968
2 H -0.661 0.181 1.757  O1 0.962
3 C 1.443 -0.141 -0.173  C4 1.580, H6 1.077, H7 1.088, H8 1.091
4 C 0.141 -0.082 -1.068  C3 1.580, N5 1.399, H9 1.112, H10 1.088
5 N -0.945 0.562 -0.465  C4 1.399, H12 1.030, H13 1.025
6 H 2.004 -0.975 -0.559  C3 1.077
7 H 2.012 0.781 -0.278  C3 1.088
8 H 1.146 -0.288 0.866  C3 1.091
9 H 0.417 0.436 -2.012  C4 1.112
10 H -0.158 -1.096 -1.324  C4 1.088
11 H -1.644 -0.941 2.113  O1 0.968
12 H -1.868 0.346 -0.866  N5 1.030
13 H -0.931 1.587 -0.479  N5 1.025

---

The following is a DFT calculation (ωB97M-V with the def2-TZVPD basis set) of 3 unconnected molecules or ions with the total composition C2H9NO4 at a distorted geometry.

- Structure (SMILES): O=CNCO.O.O
- Frontier orbital gap: 10.311 eV
- Charge: 0
- Relative energy (zero: lowest compared OMol25 entry of this formula, charge and spin): 185.7 kJ/mol

Last columns: bonded neighbours and bond lengths (Å).
Element x y z (Å)
1 O 0.979 -2.436 1.783  C2 1.282
2 C 0.073 -2.165 0.917  O1 1.282, N3 1.353, H6 1.002
3 N -0.229 -0.951 0.400  C2 1.353, C4 1.526, H7 1.032
4 C 0.704 0.157 -0.078  N3 1.526, O5 1.424, H8 1.144, H9 1.055
5 O -0.170 1.031 -0.787  C4 1.424, H10 1.001
6 H -0.554 -2.912 0.685  C2 1.002
7 H -1.173 -0.739 0.041  N3 1.032
8 H 1.446 -0.393 -0.753  C4 1.144
9 H 1.177 0.689 0.700  C4 1.055
10 H 0.118 1.980 -0.647  O5 1.001
11 H -4.622 4.630 -1.006  O13 0.944
12 H -3.131 4.571 -1.146  O13 0.972
13 O -3.905 4.019 -0.945  H11 0.944, H12 0.972
14 H 2.984 -3.050 -0.194  O16 0.971
15 H 2.988 -2.262 0.983  O16 0.996
16 O 3.314 -2.169 0.047  H14 0.971, H15 0.996

---

The following is a DFT calculation (ωB97M-V with the def2-TZVPD basis set) of 3 unconnected molecules or ions with the total composition C2H9NO4 at a distorted geometry.

- Structure (SMILES): NCC(=O)O.O.O
- Frontier orbital gap: 9.328 eV
- Charge: 0
- Relative energy (zero: lowest compared OMol25 entry of this formula, charge and spin): 153.1 kJ/mol

Last columns: bonded neighbours and bond lengths (Å).
Element x y z (Å)
1 O -0.830 0.885 0.277  C2 1.244
2 C -0.191 0.408 -0.678  O1 1.244, O3 1.356, C4 1.530
3 O -0.266 -0.853 -1.171  C2 1.356, H6 1.030
4 C 0.810 1.351 -1.348  C2 1.530, N5 1.475, H7 1.053, H8 1.068
5 N 0.333 2.527 -2.100  C4 1.475, H9 1.081, H10 1.008
6 H -0.286 -1.466 -0.344  O3 1.030
7 H 1.404 0.928 -2.108  C4 1.053
8 H 1.236 1.782 -0.469  C4 1.068
9 H -0.637 2.908 -1.815  N5 1.081
10 H 1.030 3.256 -2.127  N5 1.008
11 H 1.465 -0.783 3.087  O13 0.990
12 H 0.023 -0.337 3.263  O13 0.977
13 O 0.584 -0.837 2.639  H11 0.990, H12 0.977
14 H -0.667 -3.344 2.082  O16 0.991
15 H -0.420 -1.931 1.547  O16 1.000
16 O -0.637 -2.852 1.223  H14 0.991, H15 1.000

---

The following is a DFT calculation (ωB97M-V with the def2-TZVPD basis set) of 3 unconnected molecules or ions with the total composition C2H9NO4 at a distorted geometry.

- Structure (SMILES): O=CNCO.O.O
- Frontier orbital gap: 10.837 eV
- Charge: 0
- Relative energy (zero: lowest compared OMol25 entry of this formula, charge and spin): 60.7 kJ/mol

Last columns: bonded neighbours and bond lengths (Å).
Element x y z (Å)
1 O 0.045 1.700 0.863  C2 1.239
2 C -0.743 1.636 -0.092  O1 1.239, N3 1.360, H6 1.090
3 N -1.311 0.442 -0.411  C2 1.360, C4 1.457, H7 1.007
4 C -1.070 -0.822 0.274  N3 1.457, O5 1.398, H8 1.103, H9 1.120
5 O 0.240 -1.310 0.277  C4 1.398, H10 0.999
6 H -1.183 2.459 -0.655  C2 1.090
7 H -1.811 0.377 -1.283  N3 1.007
8 H -1.462 -0.646 1.290  C4 1.103
9 H -1.782 -1.614 -0.071  C4 1.120
10 H 0.817 -0.719 0.839  O5 0.999
11 H 0.232 -1.640 -1.633  O13 0.976
12 H 0.546 -1.689 -3.088  O13 0.966
13 O 0.221 -1.067 -2.423  H11 0.976, H12 0.966
14 H 1.729 0.793 1.736  O16 0.970
15 H 2.791 -0.086 1.088  O16 0.970
16 O 2.071 -0.115 1.737  H14 0.970, H15 0.970

---

The following is a DFT calculation (ωB97M-V with the def2-TZVPD basis set) of 3 unconnected molecules or ions with the total composition C2H9NO4 at a distorted geometry.

- Structure (SMILES): O=CNCO.O.O
- Frontier orbital gap: 10.389 eV
- Charge: 0
- Relative energy (zero: lowest compared OMol25 entry of this formula, charge and spin): 121.0 kJ/mol

Last columns: bonded neighbours and bond lengths (Å).
Element x y z (Å)
1 O 1.960 3.346 0.022  C2 1.215
2 C 2.407 2.365 -0.540  O1 1.215, N3 1.378, H6 1.091
3 N 1.788 1.148 -0.356  C2 1.378, C4 1.476, H7 1.003
4 C 0.473 1.142 0.314  N3 1.476, O5 1.413, H8 1.090, H9 1.129
5 O 0.603 0.894 1.699  C4 1.413, H10 0.965
6 H 3.229 2.381 -1.256  C2 1.091
7 H 2.286 0.287 -0.482  N3 1.003
8 H -0.007 2.107 0.150  C4 1.090
9 H -0.099 0.360 -0.266  C4 1.129
10 H 1.285 1.423 2.132  O5 0.965
11 H -3.328 -1.649 0.260  O13 0.965
12 H -3.849 -0.294 -0.046  O13 0.966
13 O -3.018 -0.785 -0.036  H11 0.965, H12 0.966
14 H -2.367 -5.756 -1.832  O16 0.963
15 H -3.475 -6.088 -0.883  O16 0.973
16 O -2.508 -6.156 -0.967  H14 0.963, H15 0.973